No. 1
{
  "formula": "C22H14Cl4CoN5O4S",
  "method": "ωB97M-V/def2-TZVPD",
  "charge": -1,
  "s2": 0.758,
  "multiplicity": 2,
  "homo_energy_ev": [-3.65, -3.62],
  "homo_lumo_gap_ev": [5.61, 5.58],
  "elements": ["Co", "C", "C", "N", "N", "C", "N", "S", "C", "C", "C", "C", "C", "N", "H", "H", "H", "H", "H", "H", "H", "H", "H", "H", "Cl", "C", "C", "Cl", "C", "Cl", "C", "O", "C", "O", "C", "Cl", "O", "C", "N", "C", "O", "C", "C", "C", "C", "C", "C", "H", "H", "H", "H"],
  "coordinates": [[-0.30593, 0.11778, 0.89626], [1.09403, -3.52382, 2.47097], [0.27531, -2.43153, 1.87262], [0.40239, -1.20390, 2.15385], [1.30644, -0.77549, 3.09819], [1.12490, 0.53564, 3.50241], [2.22401, 1.08229, 4.05882], [-0.34376, 1.31009, 3.40839], [-0.80918, -2.68927, 0.89284], [-1.03695, -3.94311, 0.36583], [-2.07704, -4.11046, -0.53808], [-2.85358, -3.02013, -0.85920], [-2.56120, -1.79050, -0.27803], [-1.56102, -1.62338, 0.57565], [1.50940, -3.20686, 3.42583], [1.91368, -3.78537, 1.79755], [0.49239, -4.41631, 2.63781], [2.26100, -1.06264, 2.92594], [3.10598, 0.83471, 3.62516], [2.12275, 2.07180, 4.21845], [-0.39502, -4.77051, 0.63393], [-2.26535, -5.07848, -0.98364], [-3.67300, -3.09949, -1.56067], [-3.14141, -0.90333, -0.49201], [6.27460, -0.00324, -0.87972], [4.55178, -0.23803, -0.90376], [3.95657, -0.99984, -1.88187], [4.92054, -1.75373, -3.11686], [2.55790, -1.17298, -1.87631], [1.78770, -2.19381, -3.05656], [1.73419, -0.57205, -0.92549], [0.45523, -0.73847, -0.85912], [2.35817, 0.25963, 0.08383], [1.59933, 0.79647, 0.99360], [3.74415, 0.36558, 0.08187], [4.48325, 1.27218, 1.38555], [-3.38301, 1.00350, 0.16351], [-2.49524, 1.68282, -0.33917], [-1.15479, 1.58355, -0.10593], [-0.48417, 2.55244, -0.85604], [0.69845, 2.78041, -0.90044], [-1.51900, 3.32025, -1.64568], [-1.39092, 4.35759, -2.54313], [-2.55855, 4.85035, -3.12433], [-3.80255, 4.31062, -2.80200], [-3.91223, 3.26184, -1.88969], [-2.74603, 2.78660, -1.32922], [-0.41710, 4.76484, -2.78528], [-2.50105, 5.66247, -3.83966], [-4.69456, 4.71175, -3.26830], [-4.87148, 2.83151, -1.62868]],
  "forces_ev_per_angstrom": [[-0.05, 0.24, -0.04], [-0.09, -0.11, 0.06], [-0.24, -0.50, -0.07], [0.36, 0.51, -0.24], [-0.20, -0.05, 0.23], [-0.24, -0.02, -0.11], [0.20, 0.07, 0.04], [0.10, -0.27, 0.03], [0.12, -0.02, 0.07], [0.04, -0.18, -0.05], [0.06, -0.08, 0.03], [-0.02, 0.04, -0.03], [0.01, 0.06, -0.04], [-0.14, 0.24, 0.10], [0.02, 0.02, -0.01], [0.01, 0.01, 0.00], [0.02, 0.00, -0.03], [0.07, 0.06, -0.10], [0.01, 0.05, -0.03], [0.02, 0.01, 0.02], [-0.02, -0.01, -0.03], [0.01, -0.01, 0.00], [0.01, 0.02, 0.02], [0.02, -0.03, 0.02], [-0.06, -0.03, 0.01], [0.05, 0.10, 0.09], [-0.10, -0.05, -0.07], [-0.04, 0.02, 0.04], [0.10, -0.02, -0.01], [0.02, 0.00, 0.00], [-0.17, 0.03, 0.05], [0.22, -0.19, -0.02], [-0.05, -0.04, 0.19], [-0.11, 0.22, -0.08], [0.00, -0.02, 0.00], [-0.02, -0.02, -0.03], [0.03, 0.06, -0.01], [-0.02, 0.00, 0.17], [0.14, -0.01, -0.20], [-0.11, -0.04, -0.06], [0.04, -0.06, 0.00], [0.07, -0.02, 0.04], [0.00, 0.07, -0.05], [0.00, -0.03, 0.02], [0.03, -0.03, 0.03], [-0.06, 0.04, -0.03], [-0.03, -0.03, 0.06], [-0.01, -0.01, 0.01], [-0.01, -0.01, 0.01], [0.01, 0.00, 0.00], [0.02, 0.01, 0.00]]
}

***

No. 2
{
  "formula": "C22H14FN5",
  "method": "ωB97M-V/def2-TZVPD",
  "smiles": "Cc1[nH]c2ccc(F)cc2c1-c1nc2c3cccnc3c3ncccc3c2[nH]1",
  "homo_energy_ev": -7.61,
  "homo_lumo_gap_ev": 7.72,
  "elements": ["F", "N", "N", "N", "C", "C", "C", "C", "C", "C", "C", "C", "C", "C", "C", "C", "C", "C", "C", "C", "C", "C", "C", "C", "C", "N", "N", "C", "H", "H", "H", "H", "H", "H", "H", "H", "H", "H", "H", "H", "H", "H"],
  "coordinates": [[-0.06271, -3.64363, -4.87087], [0.72588, 0.94559, 0.24159], [-2.07480, 2.76236, 3.65370], [-4.17283, 1.52249, 2.49975], [0.61583, -0.20083, -0.43939], [1.72175, -0.77234, -1.23676], [3.00499, -0.54363, -0.92227], [-1.13048, 3.46822, 4.22669], [-5.19315, 1.13542, 1.76278], [2.27625, -3.64295, -4.32553], [0.64572, -2.14998, -3.09846], [3.32913, -3.17595, -3.58190], [0.19887, 3.26364, 3.79983], [-5.07353, 0.27244, 0.66182], [0.93525, -3.14928, -4.10575], [1.71829, -1.69623, -2.34668], [3.02419, -2.12720, -2.65683], [0.47803, 2.67061, 2.61283], [-3.80670, -0.17111, 0.22404], [-0.42894, 1.09754, 0.95436], [-1.38195, 0.20721, 0.47052], [-0.57315, 1.90757, 2.06326], [-2.70173, 0.42214, 0.82061], [-1.88566, 1.92592, 2.59503], [-2.91943, 1.22117, 2.04530], [3.74312, -1.38896, -1.77495], [-0.77049, -0.50411, -0.52161], [3.55063, 0.34585, 0.23698], [-1.44262, 3.88465, 5.22036], [-6.13735, 1.41232, 2.13756], [2.32401, -4.47834, -5.05667], [-0.36223, -1.74248, -2.91859], [4.35287, -3.59854, -3.54254], [0.96343, 3.75798, 4.31417], [-5.99823, 0.05241, 0.13386], [1.42915, 2.68688, 2.10134], [-3.70750, -0.74508, -0.63818], [4.70861, -1.64292, -1.55733], [-1.12226, -1.39493, -0.78870], [3.02658, 1.25060, 0.43600], [4.58446, 0.74969, -0.00239], [3.58868, -0.19422, 1.17303]],
  "forces_ev_per_angstrom": [[0.27, 0.11, 0.19], [1.26, -2.20, 0.45], [-1.72, 0.10, 0.28], [0.71, -0.21, -0.77], [-1.33, 2.72, -1.40], [-1.82, 0.08, 0.02], [1.32, -0.19, 0.67], [-0.42, -2.59, 0.50], [1.51, -1.15, 0.16], [-2.29, -0.61, -0.43], [-0.30, -1.99, -2.06], [0.57, 1.25, 1.56], [-0.07, 1.63, -0.18], [0.68, -0.16, -0.69], [1.01, 1.73, 1.71], [-1.37, -0.42, -0.70], [-1.49, -0.03, 0.52], [-1.04, -0.91, -0.02], [-2.25, 2.18, 1.49], [0.80, -1.53, -1.99], [1.20, 1.88, 0.11], [-1.14, 0.65, -0.10], [-1.38, -0.28, 2.75], [4.15, 2.93, 2.60], [-3.25, -1.20, -2.75], [3.67, 0.75, 1.64], [1.67, -0.97, 0.35], [2.19, -0.57, -1.73], [0.67, 0.22, -1.22], [-1.17, 0.37, 0.17], [0.34, 0.73, 0.62], [0.49, -0.52, -0.38], [-0.83, 0.27, -0.58], [1.14, 0.73, 0.76], [0.30, -0.37, -0.03], [0.15, -0.12, 0.29], [0.10, -1.09, -1.28], [-0.45, 0.52, -0.15], [-0.12, -0.63, -0.34], [-1.02, 0.22, -0.37], [-0.86, -0.98, 0.18], [0.10, -0.36, 0.15]]
}

***

No. 3
{
  "formula": "C22H14N2O4V",
  "method": "ωB97M-V/def2-TZVPD",
  "s2": 3.789,
  "multiplicity": 4,
  "homo_energy_ev": [-6.54, -8.61],
  "homo_lumo_gap_ev": [5.54, 7.58],
  "elements": ["V", "O", "C", "C", "C", "C", "C", "C", "C", "O", "N", "O", "O", "H", "H", "H", "H", "C", "C", "C", "C", "C", "C", "C", "C", "C", "C", "C", "C", "C", "C", "C", "N", "H", "H", "H", "H", "H", "H", "H", "H", "H", "H"],
  "coordinates": [[-0.30403, 0.03995, 0.46093], [-1.00053, -1.45621, -0.37627], [-1.76764, -2.07915, 0.52036], [-2.81229, -1.45743, 1.27257], [-3.80927, -2.28233, 1.81938], [-4.87297, -1.72661, 2.49523], [-5.01541, -0.35242, 2.65795], [-4.02789, 0.47478, 2.15919], [-2.90444, -0.04646, 1.51130], [-1.93423, 0.77013, 1.14254], [-5.90002, -2.61794, 3.04320], [-6.86890, -2.10872, 3.57308], [-5.72921, -3.81810, 2.93983], [-1.68173, -3.16204, 0.52805], [-3.76278, -3.35443, 1.69164], [-5.87378, 0.04263, 3.17899], [-4.07910, 1.54593, 2.29704], [0.48723, 3.64671, -1.97989], [1.14381, 4.40631, -1.02022], [1.43015, 3.85245, 0.21571], [1.05584, 2.53472, 0.48341], [0.37310, 1.75251, -0.46977], [0.10236, 2.34195, -1.70042], [1.40703, 1.88334, 1.76620], [2.10780, 2.53422, 2.81546], [2.39622, 1.86167, 3.96107], [2.02981, 0.50235, 4.10851], [2.30636, -0.25419, 5.26793], [1.94095, -1.56914, 5.33610], [1.29025, -2.17756, 4.24428], [1.01266, -1.46801, 3.10814], [1.37700, -0.10812, 3.02297], [1.06766, 0.60338, 1.89498], [0.26661, 4.08093, -2.94747], [1.43483, 5.42573, -1.23691], [1.94637, 4.45337, 0.95230], [-0.42721, 1.78146, -2.46292], [2.39470, 3.56718, 2.70064], [2.91514, 2.35748, 4.77276], [2.81104, 0.22764, 6.09622], [2.15009, -2.14892, 6.22476], [1.00383, -3.21901, 4.30715], [0.50659, -1.94625, 2.27646]],
  "forces_ev_per_angstrom": [[-0.78, 0.33, -0.30], [-0.02, -0.08, 0.14], [0.40, 0.16, -0.30], [-0.39, -0.05, 0.20], [0.07, 0.15, -0.02], [-0.11, -0.10, 0.05], [0.16, 0.02, -0.09], [-0.10, -0.10, 0.16], [0.15, -0.03, -0.25], [0.12, -0.26, 0.05], [0.06, 0.08, -0.04], [-0.04, 0.02, 0.03], [0.01, -0.06, -0.01], [-0.04, -0.02, 0.10], [-0.01, -0.01, 0.00], [-0.01, -0.02, 0.00], [0.01, 0.01, -0.02], [0.00, 0.03, -0.02], [0.01, -0.01, 0.02], [-0.05, -0.02, -0.06], [0.15, -0.03, 0.03], [0.15, -0.02, 0.09], [-0.03, -0.02, -0.03], [0.21, -0.13, 0.06], [-0.10, 0.02, -0.02], [-0.01, 0.03, -0.02], [0.09, -0.02, -0.05], [0.00, 0.00, -0.01], [0.02, 0.02, 0.02], [-0.02, 0.00, -0.03], [0.01, -0.02, 0.09], [-0.11, 0.05, 0.08], [0.21, 0.06, 0.14], [0.00, -0.01, 0.00], [0.00, 0.00, 0.00], [0.00, 0.01, -0.01], [0.00, -0.01, 0.01], [0.00, 0.01, 0.03], [0.00, 0.00, 0.00], [0.00, -0.01, 0.01], [0.00, 0.00, 0.00], [0.00, 0.00, 0.00], [0.00, 0.02, -0.02]]
}

***

No. 4
{
  "formula": "C22H15AsNdO4",
  "method": "ωB97M-V/def2-TZVPD",
  "charge": 3,
  "s2": 3.757,
  "multiplicity": 4,
  "homo_energy_ev": [-17.38, -17.36],
  "homo_lumo_gap_ev": [4.39, 4.48],
  "elements": ["O", "C", "Nd", "O", "C", "C", "O", "C", "O", "C", "C", "C", "C", "C", "C", "As", "C", "C", "C", "C", "C", "C", "C", "C", "C", "C", "C", "C", "H", "H", "H", "H", "H", "H", "H", "H", "H", "H", "H", "H", "H", "H", "H"],
  "coordinates": [[1.45645, 4.03134, -2.74546], [1.67885, 2.92576, -2.72668], [1.55769, 0.69806, -2.05829], [5.09186, 1.18142, -1.88227], [3.99254, 0.98359, -2.11388], [1.34585, 0.40514, -4.46418], [0.98093, 0.28126, -5.53170], [2.40218, -1.57828, -2.42875], [2.52502, -2.71992, -2.28723], [-0.74180, -3.89165, 2.67675], [-0.89894, -4.00893, 1.28902], [-0.60341, -2.94135, 0.45641], [-0.15620, -1.76951, 1.07749], [0.02519, -1.60072, 2.44504], [-0.28573, -2.69645, 3.24350], [0.23555, -0.39407, -0.07100], [-1.51076, -0.02484, -0.95412], [-1.66929, 0.00554, -2.35904], [-2.95705, 0.18446, -2.87478], [-4.05528, 0.31797, -2.01018], [-3.87384, 0.27122, -0.62247], [-2.59153, 0.09599, -0.08149], [0.96966, 1.11710, 1.03245], [0.14851, 2.21722, 1.30621], [0.63837, 3.22392, 2.14760], [1.93281, 3.13763, 2.67718], [2.75883, 2.04875, 2.36384], [2.28802, 1.03099, 1.52607], [-0.97377, -4.74402, 3.31862], [-1.25218, -4.93272, 0.84338], [-0.70959, -3.00155, -0.62847], [0.38595, -0.65873, 2.85362], [-0.15950, -2.60296, 4.31650], [-0.81003, -0.11906, -3.05067], [-3.10064, 0.22349, -3.95751], [-5.05668, 0.46088, -2.42193], [-4.71841, 0.37115, 0.05529], [-2.42440, 0.04766, 1.00112], [-0.85682, 2.26727, 0.87046], [-0.00566, 4.06957, 2.38906], [2.30029, 3.92616, 3.33663], [3.76756, 1.98392, 2.77748], [2.92940, 0.17733, 1.26641]],
  "forces_ev_per_angstrom": [[0.53, -2.04, -0.18], [-0.39, 6.08, -0.70], [-1.83, -1.03, 2.11], [-3.52, -0.68, -0.90], [5.59, 0.99, 0.97], [-1.38, -0.60, -5.00], [1.11, 0.32, 2.73], [0.77, -6.94, 0.89], [-0.35, 5.12, -0.88], [0.07, 0.20, -0.07], [-0.08, -0.16, -0.05], [0.10, 0.00, 0.74], [0.06, -0.63, 0.21], [-0.21, -0.59, -0.16], [0.00, -0.12, 0.19], [-0.59, 0.06, 0.96], [0.77, 0.38, 0.08], [-0.13, 0.35, 0.87], [0.06, 0.04, -0.24], [0.37, -0.05, 0.09], [0.35, -0.07, 0.00], [-0.24, 0.20, -0.32], [-0.43, -0.15, -1.32], [0.15, 0.21, 0.04], [-0.07, -0.11, -0.08], [-0.17, -0.18, -0.13], [-0.05, -0.08, -0.13], [0.01, 0.10, -0.28], [0.07, 0.30, -0.20], [0.03, 0.02, 0.19], [-0.07, -0.09, 0.30], [-0.12, -0.30, 0.05], [-0.08, -0.15, -0.06], [-0.40, -0.15, 0.12], [-0.04, -0.05, 0.38], [0.36, -0.06, 0.10], [0.08, -0.03, -0.20], [-0.24, -0.01, -0.43], [0.36, 0.09, 0.33], [0.23, -0.18, -0.02], [-0.11, -0.26, -0.20], [-0.33, 0.04, -0.12], [-0.25, 0.22, 0.32]]
}

***

No. 5
{
  "formula": "C22H15BrIrN3O11S",
  "method": "ωB97M-V/def2-TZVPD",
  "charge": -2,
  "homo_energy_ev": -2.79,
  "homo_lumo_gap_ev": 6.86,
  "elements": ["Ir", "O", "C", "C", "C", "N", "C", "C", "C", "O", "O", "C", "O", "O", "H", "H", "H", "C", "C", "C", "C", "C", "C", "C", "S", "O", "O", "N", "C", "C", "O", "O", "H", "H", "H", "H", "H", "H", "H", "H", "H", "Br", "C", "C", "N", "C", "C", "C", "C", "O", "O", "H", "H", "H"],
  "coordinates": [[-0.24182, -0.40043, -0.05816], [5.66255, -0.68125, 0.87430], [4.32004, -0.47620, 0.72075], [3.42146, -0.74465, 1.74994], [2.07920, -0.53659, 1.51594], [1.67245, -0.06364, 0.34635], [2.50533, 0.16790, -0.65679], [3.86406, -0.01435, -0.50888], [1.78406, 0.52639, -1.95823], [2.43751, 0.92205, -2.91120], [0.50948, 0.36851, -1.90328], [0.94834, -0.92488, 2.47362], [1.20703, -1.08501, 3.65809], [-0.19240, -1.08999, 1.90746], [5.80740, -1.08357, 1.73660], [3.72532, -1.13121, 2.71520], [4.52275, 0.16776, -1.34503], [-5.17791, 6.13603, 2.98999], [-4.09107, 5.26958, 2.41072], [-3.78651, 5.32291, 1.05278], [-2.81769, 4.49600, 0.50895], [-2.14087, 3.59478, 1.32028], [-2.42531, 3.53426, 2.67342], [-3.39227, 4.37381, 3.21132], [-0.86189, 2.55270, 0.61037], [0.01914, 3.45815, -0.09418], [-0.28479, 1.93517, 1.79508], [-1.51202, 1.50120, -0.38526], [-2.91959, 1.13894, -0.26767], [-3.18630, -0.36332, -0.13813], [-4.33936, -0.76518, -0.06532], [-2.15337, -1.12831, -0.11795], [-5.30776, 7.04940, 2.40815], [-4.95393, 6.41543, 4.02029], [-6.13514, 5.60866, 2.99376], [-4.31670, 6.02260, 0.41529], [-2.57350, 4.54116, -0.54504], [-1.88377, 2.82477, 3.28397], [-3.60858, 4.32767, 4.27329], [-3.43468, 1.43412, -1.18937], [-3.44278, 1.62436, 0.56194], [-3.44032, -0.88837, -4.27530], [-1.71215, -1.66776, -4.15733], [-1.03219, -1.98387, -5.31914], [0.16474, -2.56219, -5.30523], [0.70927, -2.80956, -4.11599], [0.11105, -2.49413, -2.89939], [-1.14950, -1.92029, -2.92163], [0.87749, -2.81296, -1.62980], [1.75707, -3.66539, -1.71189], [0.60694, -2.20626, -0.52768], [-1.46941, -1.76691, -6.28779], [1.68108, -3.28595, -4.10662], [-1.67838, -1.69981, -2.00397]],
  "forces_ev_per_angstrom": [[0.23, 0.39, -1.39], [0.00, 0.00, -0.01], [-0.08, 0.02, -0.01], [-0.01, 0.12, 0.01], [-0.10, 0.01, 0.29], [-0.21, 0.10, -0.17], [0.01, 0.11, -0.29], [-0.03, 0.07, 0.07], [-0.01, 0.10, 0.19], [0.05, -0.07, -0.04], [-0.33, -0.34, -0.13], [0.06, 0.03, -0.05], [0.11, -0.13, -0.01], [-0.34, 0.29, -0.01], [0.00, 0.01, 0.01], [0.02, -0.01, -0.01], [0.03, -0.01, 0.01], [0.00, 0.00, 0.00], [0.00, 0.01, -0.01], [-0.02, 0.02, -0.01], [0.01, -0.03, 0.02], [-0.20, 0.04, -0.44], [-0.04, -0.06, 0.02], [0.02, 0.00, -0.01], [0.37, 0.15, 0.85], [-0.08, -0.07, -0.23], [0.04, 0.12, 0.01], [0.78, -0.68, 1.25], [-0.18, -0.02, -0.14], [-0.03, 0.17, 0.17], [-0.08, 0.12, -0.06], [0.05, -0.22, -0.45], [0.00, 0.01, 0.00], [0.00, 0.01, 0.01], [-0.01, 0.00, 0.00], [0.00, 0.00, 0.00], [0.00, 0.01, -0.01], [0.02, 0.00, 0.00], [-0.01, -0.01, 0.01], [-0.06, 0.07, 0.07], [0.03, -0.05, -0.01], [0.00, 0.01, 0.00], [-0.01, -0.04, -0.02], [-0.04, 0.03, 0.01], [0.01, -0.01, -0.03], [0.04, 0.03, 0.04], [0.03, 0.03, -0.03], [-0.06, -0.06, 0.02], [0.15, 0.05, -0.04], [-0.05, -0.07, 0.01], [-0.06, -0.27, 0.56], [-0.01, -0.01, 0.01], [0.01, 0.02, 0.01], [0.00, 0.02, -0.01]]
}